[1]
Entry from the Open Molecules 2025 dataset: a cluster of 7 separate species, C57H121F3N5O6S in total (wB97M-V/def2-TZVPD).

Geometry as XYZ:
```
193
Properties=species:S:1:pos:R:3
O -2.65 -0.48 0.45
C -1.30 -0.46 0.27
O -0.68 -1.32 0.88
O -0.75 0.43 -0.39
H -2.71 -1.35 0.87
C 0.91 -0.50 -3.77
C 1.98 0.04 -2.84
C 2.57 -1.02 -1.95
C 3.64 -0.50 -0.99
N 4.37 -1.62 -0.23
C 5.51 -0.99 0.63
C 6.82 -1.48 0.11
C 6.44 -2.80 -0.54
C 5.08 -2.59 -1.14
C 3.28 -2.35 0.53
C 2.62 -1.56 1.67
C 1.82 -2.48 2.61
H 0.47 0.30 -4.37
H 0.13 -0.96 -3.17
H 1.32 -1.27 -4.44
H 1.56 0.82 -2.21
H 2.77 0.53 -3.41
H 2.88 -1.89 -2.53
H 1.76 -1.35 -1.30
H 3.13 0.23 -0.36
H 4.49 -0.11 -1.56
H 5.49 -1.39 1.65
H 5.48 0.09 0.73
H 7.53 -1.53 0.94
H 7.21 -0.69 -0.53
H 6.47 -3.61 0.20
H 7.13 -3.17 -1.29
H 4.58 -3.55 -1.30
H 5.09 -2.20 -2.16
H 3.73 -3.23 1.00
H 2.71 -2.90 -0.22
H 1.93 -0.87 1.18
H 3.37 -0.96 2.19
H 1.05 -2.99 2.04
H 1.38 -2.02 3.50
H 2.45 -3.21 3.13
C 3.10 1.33 7.70
C 2.28 0.57 6.74
C 0.95 1.25 6.38
C 0.31 0.64 5.09
N -1.05 1.25 4.72
C -1.50 0.67 3.37
C -2.23 -0.68 3.63
C -2.56 -0.62 5.13
C -2.18 0.79 5.64
C -0.95 2.78 4.61
C -0.12 3.26 3.43
C -0.08 4.80 3.17
H 4.05 0.81 7.82
H 2.59 1.41 8.65
H 3.31 2.34 7.35
H 2.02 -0.44 7.07
H 2.86 0.34 5.84
H 1.19 2.31 6.38
H 0.33 1.03 7.24
H 0.26 -0.45 5.10
H 0.93 0.82 4.21
H -2.23 1.36 2.93
H -0.64 0.66 2.70
H -3.15 -0.83 3.06
H -1.59 -1.55 3.51
H -3.61 -0.86 5.31
H -2.00 -1.36 5.70
H -3.00 1.48 5.43
H -1.93 0.79 6.70
H -0.51 3.22 5.50
H -1.96 3.10 4.37
H -0.59 2.84 2.54
H 0.87 2.81 3.48
H 0.78 5.01 2.54
H 0.09 5.33 4.10
H -1.03 5.16 2.77
C -1.17 -9.42 -1.57
C -1.39 -8.79 -0.19
C -0.75 -7.37 -0.03
C -1.63 -6.19 -0.46
N -1.19 -4.74 -0.18
C -2.31 -3.73 -0.36
C -2.26 -3.30 -1.82
C -0.91 -3.79 -2.34
C -0.09 -4.32 -1.18
C -0.65 -4.67 1.23
C -1.61 -5.10 2.36
C -1.21 -4.82 3.83
H -1.65 -10.39 -1.64
H -0.11 -9.65 -1.67
H -1.65 -8.79 -2.32
H -0.86 -9.35 0.58
H -2.46 -8.76 0.05
H 0.10 -7.35 -0.72
H -0.40 -7.28 1.00
H -2.62 -6.25 -0.01
H -1.81 -6.20 -1.54
H -2.03 -2.96 0.35
H -3.30 -4.12 -0.10
H -2.40 -2.22 -1.85
H -3.05 -3.74 -2.42
H -0.41 -2.98 -2.87
H -0.99 -4.57 -3.11
H 0.45 -3.44 -0.82
H 0.52 -5.19 -1.38
H -0.24 -3.66 1.34
H 0.23 -5.31 1.33
H -1.91 -6.13 2.15
H -2.61 -4.70 2.17
H -0.27 -5.26 4.15
H -1.92 -5.36 4.45
H -1.07 -3.76 4.03
C 0.40 6.07 -5.65
C 1.40 6.42 -4.55
C 2.43 5.29 -4.28
C 3.33 5.72 -3.13
N 4.05 4.52 -2.48
C 5.00 3.88 -3.48
C 6.06 3.15 -2.65
C 5.97 3.76 -1.24
C 5.07 4.97 -1.44
C 3.10 3.41 -1.83
C 2.21 4.00 -0.75
C 1.50 2.79 -0.11
H 0.88 5.76 -6.58
H -0.25 6.93 -5.81
H -0.20 5.20 -5.38
H 0.87 6.65 -3.63
H 1.92 7.34 -4.82
H 3.01 5.22 -5.20
H 1.83 4.39 -4.17
H 2.77 6.19 -2.33
H 4.05 6.39 -3.59
H 4.41 3.21 -4.10
H 5.42 4.72 -4.02
H 5.82 2.09 -2.64
H 7.07 3.27 -3.06
H 5.48 3.05 -0.56
H 6.94 4.04 -0.84
H 4.57 5.24 -0.51
H 5.64 5.79 -1.88
H 3.56 2.48 -1.51
H 2.38 3.12 -2.60
H 1.49 4.64 -1.26
H 2.69 4.58 0.04
H 0.91 2.32 -0.90
H 0.68 3.05 0.56
H 2.09 1.99 0.33
C -5.41 -1.33 -1.39
C -5.39 -0.89 -2.88
C -5.16 0.62 -3.01
C -4.20 1.20 -1.92
N -3.85 2.72 -1.91
C -2.69 3.02 -1.00
C -2.70 4.55 -0.96
C -4.16 4.93 -0.98
C -4.90 3.61 -1.19
C -3.72 3.13 -3.38
C -2.33 2.76 -3.99
C -2.33 3.00 -5.52
H -4.37 -1.44 -1.06
H -5.77 -2.35 -1.28
H -5.86 -0.54 -0.80
H -6.32 -1.20 -3.35
H -4.60 -1.51 -3.31
H -6.15 1.09 -3.00
H -4.77 0.79 -4.01
H -3.27 0.64 -1.85
H -4.58 1.00 -0.91
H -1.75 2.72 -1.45
H -2.89 2.67 0.01
H -2.06 4.98 -1.73
H -2.16 4.85 -0.06
H -4.36 5.55 -1.85
H -4.55 5.45 -0.10
H -5.78 3.68 -1.83
H -5.01 3.14 -0.22
H -3.81 4.21 -3.31
H -4.62 2.79 -3.88
H -1.99 1.73 -3.81
H -1.56 3.34 -3.49
H -2.52 4.05 -5.76
H -2.97 2.27 -6.01
H -1.35 2.83 -5.95
C -4.85 -3.21 2.82
F -4.13 -2.54 1.88
F -3.99 -3.76 3.66
F -5.56 -2.32 3.49
S -5.99 -4.50 1.90
O -5.08 -5.55 1.47
O -6.89 -4.82 2.96
O -6.56 -3.72 0.85
```

For the total energy, the calculation gives -99770.3864 eV. The frontier orbital gap comes out at 0.245 Ha. The multiplicity is 1. The relative energy (zero: lowest compared OMol25 entry of this formula, charge and spin) comes out at 74.50 kcal per mole. The maximum force is 2.711 eV/A. As for the total charge: +3.

Atomic partial charges in e from the Löwdin method, atoms 1 to 6: atom 1 (O): 0.057, atom 2 (C): -0.866, atom 3 (O): -0.028, atom 4 (O): -0.015, atom 5 (H): 0.056, atom 6 (C): -0.074


[2]
Entry from the Open Molecules 2025 dataset: a cluster of 2 separate species, C4H9NO in total (wB97M-V/def2-TZVPD).

Geometry as XYZ:
```
15
Properties=species:S:1:pos:R:3
C -2.34 0.51 0.17
C -1.03 0.00 -0.39
N 0.07 0.99 -0.50
C 0.17 -0.05 0.42
C 0.97 -0.59 1.33
O 2.63 -0.43 -1.39
H -2.93 -0.32 0.56
H -2.14 1.21 0.99
H -2.92 1.03 -0.60
H -1.11 -0.74 -1.19
H 0.70 0.85 -1.30
H 2.19 -0.99 -0.73
H 0.65 -1.46 1.90
H 1.93 -0.15 1.56
H 3.17 0.16 -0.85
```

For the total energy, the calculation gives -7829.6415 eV. The frontier orbital gap comes out at 0.370 Ha. The multiplicity is 1. The relative energy (zero: lowest compared OMol25 entry of this formula, charge and spin) comes out at 61.77 kcal per mole. The maximum force is 0.283 eV/A. Its SMILES is C=C1N[C@@H]1C.O.

Atomic partial charges in e from the Löwdin method, atoms 1 to 6: atom 1 (C): -0.060, atom 2 (C): -0.284, atom 3 (N): 0.099, atom 4 (C): -0.360, atom 5 (C): 0.034, atom 6 (O): -0.069


[3]
Entry from the Open Molecules 2025 dataset: a cluster of 2 separate species, C2H5NO in total (wB97M-V/def2-TZVPD).

Geometry as XYZ:
```
9
Properties=species:S:1:pos:R:3
C -0.22 -0.65 -1.00
C -0.07 0.57 0.90
O 1.24 0.88 0.79
N -1.09 0.58 1.51
H 1.49 1.32 1.61
H -0.94 -0.23 0.02
H -1.02 -1.36 -1.24
H 0.69 -1.19 -0.80
H -0.08 0.08 -1.79
```

For the total energy, the calculation gives -5688.7707 eV. The frontier orbital gap comes out at 0.349 Ha. The multiplicity is 1. The relative energy (zero: lowest compared OMol25 entry of this formula, charge and spin) comes out at 102.82 kcal per mole. The maximum force is 4.920 eV/A. Its SMILES is N#CO.C.

Atomic partial charges in e from the Löwdin method, atoms 1 to 6: atom 1 (C): -0.058, atom 2 (C): -0.463, atom 3 (O): 0.073, atom 4 (N): 0.116, atom 5 (H): 0.139, atom 6 (H): 0.087


[4]
Entry from the Open Molecules 2025 dataset: an isolated molecule of C18H30N4O2 (wB97M-V/def2-TZVPD).

Geometry as XYZ:
```
54
Properties=species:S:1:pos:R:3
C -5.83 -0.67 -4.88
C -6.70 -1.52 -3.95
C -7.12 -0.81 -2.66
C -6.16 -1.02 -1.48
N -4.82 -0.48 -1.62
H -4.36 -0.90 -2.42
C -4.73 0.96 -1.71
C -3.30 1.45 -1.45
O -2.89 2.50 -1.91
N -2.62 0.60 -0.66
C -1.31 0.68 -0.19
C -0.45 1.73 -0.51
C 0.84 1.75 -0.01
C 1.30 0.73 0.81
C 0.44 -0.32 1.13
C -0.84 -0.35 0.64
H -1.50 -1.17 0.89
H 0.79 -1.12 1.77
N 2.59 0.70 1.34
C 3.63 1.55 1.13
O 3.62 2.54 0.43
C 4.86 1.15 1.95
N 4.87 -0.28 2.23
H 5.05 -0.78 1.37
C 5.85 -0.67 3.23
C 5.81 -2.17 3.49
C 6.41 -3.00 2.35
C 6.44 -4.48 2.69
H 5.44 -4.85 2.88
H 6.87 -5.05 1.87
H 7.04 -4.66 3.58
H 7.43 -2.65 2.15
H 5.83 -2.85 1.43
H 4.78 -2.47 3.65
H 6.37 -2.38 4.40
H 5.59 -0.14 4.15
H 6.88 -0.37 2.95
H 4.80 1.68 2.90
H 5.75 1.51 1.42
H 2.82 -0.08 1.95
H 1.50 2.56 -0.27
H -0.80 2.52 -1.14
H -3.14 -0.23 -0.40
H -5.06 1.39 -2.67
H -5.36 1.39 -0.92
H -6.05 -2.09 -1.30
H -6.59 -0.57 -0.59
H -7.23 0.26 -2.85
H -8.09 -1.19 -2.34
H -6.18 -2.44 -3.70
H -7.60 -1.80 -4.51
H -4.88 -0.40 -4.42
H -6.35 0.25 -5.14
H -5.62 -1.21 -5.79
```

For the total energy, the calculation gives -29209.5085 eV. The frontier orbital gap comes out at 0.312 Ha. The multiplicity is 1. The relative energy (zero: lowest compared OMol25 entry of this formula, charge and spin) comes out at 6.94 kcal per mole. The maximum force is 0.441 eV/A. Its SMILES is CCCCNCC(=O)Nc1ccc(NC(=O)CNCCCC)cc1.

Atomic partial charges in e from the Löwdin method, atoms 1 to 6: atom 1 (C): -0.111, atom 2 (C): -0.259, atom 3 (C): -0.204, atom 4 (C): -0.235, atom 5 (N): -0.087, atom 6 (H): 0.111


[5]
Entry from the Open Molecules 2025 dataset: a structure of composition C5H9NO3S2 (wB97M-V/def2-TZVPD).

Geometry as XYZ:
```
20
Properties=species:S:1:pos:R:3
C -1.15 0.94 -0.28
C -2.60 0.56 0.15
C -3.05 -0.75 0.02
C 3.49 -0.36 0.72
C 1.80 0.14 -0.71
H -2.09 2.52 -0.11
H -1.01 0.33 -1.14
H -0.33 0.55 0.41
H -4.33 -0.75 -0.19
H 4.49 -0.14 0.77
H 3.30 -1.52 0.79
H 3.10 0.01 1.70
H 1.47 0.58 -1.61
H -0.33 -2.25 0.38
N 1.17 -0.63 0.08
O -1.15 2.24 -0.43
O -3.33 1.44 0.50
O 3.12 0.27 -0.49
S -2.16 -2.16 -0.18
S -0.42 -1.02 -0.38
```

For the total energy, the calculation gives -34623.3581 eV. The frontier orbital gap comes out at 0.215 Ha. The multiplicity is 1. The relative energy (zero: lowest compared OMol25 entry of this formula, charge and spin) comes out at 174.46 kcal per mole. The maximum force is 11.647 eV/A.

Atomic partial charges in e from the Löwdin method, atoms 1 to 6: atom 1 (C): -0.489, atom 2 (C): -0.497, atom 3 (C): -0.440, atom 4 (C): -0.132, atom 5 (C): -0.283, atom 6 (H): 0.131


[6]
Entry from the Open Molecules 2025 dataset: a structure of composition C8H19Cl2IN5O3 (wB97M-V/def2-TZVPD).

Geometry as XYZ:
```
38
Properties=species:S:1:pos:R:3
C 2.20 -0.50 0.51
C 0.66 -0.16 0.13
Cl 0.51 -0.46 -1.68
C 0.27 1.31 0.59
Cl 0.83 1.51 2.35
N -1.16 1.66 0.52
C -2.07 0.70 1.19
C -2.64 -0.49 0.28
O -2.42 -1.72 1.04
C -4.22 -0.43 -0.02
N -4.42 -0.90 -1.44
C -1.59 2.11 -0.73
N -0.76 2.45 -1.78
N -3.04 2.34 -0.98
I -3.27 4.37 -0.76
H 2.24 -1.27 1.34
H 2.69 -1.00 -0.40
H 2.80 0.44 0.73
H 0.02 -0.97 0.63
H 0.95 2.03 0.01
H -1.64 0.23 2.14
H -2.99 1.29 1.55
H -2.11 -0.60 -0.72
H -2.49 -2.49 0.44
H -4.83 -1.11 0.66
H -4.67 0.61 0.08
H -4.16 -0.14 -2.09
H -3.77 -1.68 -1.65
H -0.64 1.85 -2.60
H -0.20 3.31 -1.76
H -3.26 2.02 -1.95
C 6.76 -2.16 0.37
N 5.41 -1.89 0.93
O 4.48 -2.54 0.49
O 5.34 -1.04 1.80
H 6.68 -2.94 -0.39
H 7.13 -1.23 -0.07
H 7.40 -2.49 1.19
```

For the total energy, the calculation gives -55330.1657 eV. The frontier orbital gap comes out at 0.255 Ha. The multiplicity is 1. The maximum force is 4.810 eV/A. As for the total charge: +1.

Atomic partial charges in e from the Löwdin method, atoms 1 to 6: atom 1 (C): -0.157, atom 2 (C): -0.639, atom 3 (Cl): 0.614, atom 4 (C): -0.594, atom 5 (Cl): 0.666, atom 6 (N): -0.019